1.
{
  "formula": "C26H29KN5PS",
  "method": "wB97M-V/def2-TZVPD",
  "homo_ev": -6.0,
  "homo_lumo_gap_ev": 5.8,
  "total_energy_ev": -71331.012,
  "mol_weight_g_mol": 513.69,
  "symbols": ["K", "N", "N", "C", "N", "S", "H", "H", "H", "H", "H", "C", "P", "C", "C", "C", "C", "C", "C", "C", "H", "H", "H", "H", "H", "H", "H", "H", "H", "H", "H", "C", "C", "C", "C", "C", "C", "C", "C", "C", "C", "H", "H", "H", "H", "H", "H", "H", "N", "C", "N", "C", "C", "C", "C", "C", "C", "H", "H", "H", "H", "H", "H"],
  "positions_angstrom": [[-0.486389, 0.154312, 0.045798], [-2.133548, 2.496806, 0.152241], [-1.773951, 2.893663, 1.475656], [-1.552581, 4.180583, 1.727009], [-1.267888, 4.482090, 3.028786], [-1.773042, 5.424120, 0.505982], [-1.745591, 3.174185, -0.491776], [-3.144355, 2.424911, -0.000409], [0.936079, 1.829356, 1.634750], [-1.199093, 3.632869, 3.579235], [-1.775136, 5.254992, 3.471726], [-6.015884, -3.667532, -0.953476], [-4.970327, -2.197228, -0.719306], [-4.037821, -2.240515, -2.339952], [-3.548423, -2.924245, 0.177617], [-2.966848, -4.142894, -0.241817], [-1.925553, -4.709473, 0.396235], [-1.270824, -4.023146, 1.390994], [-1.693538, -2.731508, 1.771158], [-2.858791, -2.210382, 1.198503], [-5.394843, -4.423975, -1.435184], [-6.893770, -3.521480, -1.636461], [-6.529894, -4.093584, -0.050655], [-4.526426, -1.486052, -2.982440], [-4.091943, -3.169117, -2.901560], [-3.033818, -1.824873, -2.202945], [-3.421064, -4.706335, -1.093265], [-1.752876, -5.724755, -0.028606], [-0.373864, -4.441675, 1.885994], [-1.161950, -2.227687, 2.583578], [-3.250870, -1.220688, 1.466059], [5.546669, 3.073396, 2.636762], [4.571317, 3.701443, 1.814536], [3.308169, 3.206198, 1.832166], [2.878247, 2.018322, 2.534744], [1.616364, 1.429709, 2.422885], [1.391849, 0.289685, 3.237342], [2.388340, -0.144889, 4.149361], [3.636461, 0.429336, 4.235294], [3.892449, 1.477888, 3.369142], [5.152537, 2.040064, 3.398301], [6.556311, 3.476185, 2.719978], [4.688870, 4.671793, 1.345776], [2.566216, 3.624821, 1.168898], [0.451112, -0.283951, 3.228054], [2.126776, -0.900229, 4.885132], [4.287283, 0.231278, 5.068653], [5.874027, 1.591547, 4.085796], [3.372310, -0.710590, -3.170433], [2.692297, -1.009573, -2.053293], [1.432963, -0.627541, -2.048869], [1.197968, -0.097189, -3.296358], [0.026571, 0.365474, -3.839851], [-0.002639, 0.787977, -5.176123], [1.187460, 0.756538, -5.947613], [2.358672, 0.258684, -5.371999], [2.380206, -0.208676, -4.072465], [4.254011, -1.188815, -3.399837], [3.116207, -1.531233, -1.208216], [-0.901201, 0.370747, -3.268654], [-0.837754, 1.323995, -5.670937], [1.234822, 1.064530, -6.989400], [3.189930, 0.252330, -6.032242]],
  "atomic_forces_ev_per_a": [[-0.2, 0.3, 0.1], [0.9, -0.8, -0.3], [0.2, 0.0, 1.1], [-1.9, -0.5, -2.6], [0.5, 0.2, 1.0], [0.4, -0.4, 0.9], [-0.4, 0.6, -0.3], [0.4, 0.6, 0.4], [0.2, -0.2, 1.2], [-0.3, 0.2, 0.1], [0.5, -0.5, -0.7], [-1.5, -1.1, -0.3], [0.6, 0.4, -0.1], [-1.1, 1.6, -0.5], [1.4, -0.3, 0.7], [-2.8, 1.0, -1.0], [0.6, -1.7, -0.7], [1.3, 0.6, 1.1], [-0.2, -1.0, -0.1], [-0.6, -0.1, -0.9], [-0.3, -0.3, 0.2], [0.9, 0.4, 0.3], [1.0, 0.5, -0.5], [0.0, -0.3, 0.0], [0.4, -0.3, 0.3], [0.0, -0.5, 0.0], [0.4, 0.6, 0.9], [0.9, 0.8, 1.0], [-0.7, 0.2, -0.3], [-0.2, 0.0, -0.3], [0.2, -0.4, 0.2], [0.2, 1.3, -0.5], [-0.4, 0.2, 0.9], [-1.3, -1.1, -0.9], [2.0, 1.1, -0.3], [-0.4, -1.6, 0.3], [0.0, 0.9, -0.9], [-0.2, -0.1, 0.5], [-2.0, -0.4, 0.2], [-0.9, 0.2, -0.1], [2.1, -0.1, 0.7], [-0.3, -0.1, -0.1], [0.5, -0.3, -0.3], [-0.2, 0.4, 0.1], [0.4, 0.5, -0.1], [-0.1, -0.1, -0.2], [0.4, -0.4, -0.1], [-0.1, 0.1, -0.2], [-0.3, -0.4, -1.7], [-1.3, 0.2, 1.1], [0.4, -0.4, 0.9], [1.5, -0.9, -0.5], [-1.4, 0.6, -1.1], [0.8, 0.9, -0.6], [-0.2, -0.7, 1.4], [-0.1, 0.1, -0.8], [-0.2, 0.7, 0.7], [-0.8, 0.7, 0.0], [0.3, 0.1, -0.1], [0.3, 0.1, 0.0], [0.2, -0.8, 0.8], [-0.2, 0.1, 0.3], [1.0, -0.2, -0.1]],
  "nbo_charge": [0.939, -0.780, -0.542, 0.268, -0.841, -0.548, 0.368, 0.352, 0.221, 0.372, 0.396, -0.959, 0.813, -0.925, -0.309, -0.202, -0.218, -0.204, -0.249, -0.236, 0.214, 0.247, 0.251, 0.232, 0.223, 0.227, 0.207, 0.225, 0.220, 0.220, 0.231, -0.202, -0.220, -0.171, -0.067, -0.189, -0.231, -0.222, -0.169, -0.066, -0.185, 0.216, 0.225, 0.218, 0.204, 0.211, 0.216, 0.204, -0.549, 0.239, -0.537, 0.071, -0.224, -0.202, -0.206, -0.250, 0.152, 0.429, 0.207, 0.216, 0.229, 0.223, 0.217]
}

***

2.
{
  "formula": "C26H29N10RbS2",
  "method": "wB97M-V/def2-TZVPD",
  "homo_ev": -7.0,
  "homo_lumo_gap_ev": 7.2,
  "total_energy_ev": -64660.677,
  "mol_weight_g_mol": 631.19,
  "symbols": ["Rb", "S", "C", "N", "N", "C", "C", "C", "C", "C", "C", "N", "N", "C", "C", "C", "C", "C", "C", "H", "H", "H", "H", "H", "H", "H", "H", "H", "H", "H", "C", "N", "C", "N", "S", "H", "H", "H", "H", "H", "H", "N", "C", "N", "C", "C", "C", "C", "C", "C", "H", "H", "H", "H", "H", "H", "C", "C", "N", "C", "C", "N", "H", "H", "H", "H", "H", "H"],
  "positions_angstrom": [[-1.419143, 0.571440, -0.799700], [-3.239642, -1.709653, 0.740789], [-1.819218, -2.537238, 1.228165], [-1.730620, -3.790585, 1.485377], [-0.403784, -4.196063, 1.858722], [-0.184014, -4.387140, 3.235841], [0.897996, -5.178450, 3.631385], [1.190892, -5.351968, 4.970483], [0.411730, -4.742110, 5.946892], [-0.663790, -3.961557, 5.553069], [-0.968330, -3.779123, 4.211761], [-0.648608, -1.699714, 1.169335], [-0.224529, -1.271402, 2.245544], [0.912752, -0.410641, 2.091156], [1.135146, 0.503752, 3.108457], [2.195693, 1.392789, 3.011988], [3.044785, 1.342518, 1.916298], [2.834305, 0.401077, 0.914931], [1.766331, -0.475961, 0.993434], [-0.207776, -5.054171, 1.359600], [1.514378, -5.648312, 2.872811], [2.034874, -5.967771, 5.255666], [0.640222, -4.876351, 6.995346], [-1.284763, -3.483961, 6.300927], [-1.810294, -3.170311, 3.917238], [0.464430, 0.510079, 3.957366], [2.363982, 2.117533, 3.797930], [3.884087, 2.023423, 1.851034], [3.512831, 0.345305, 0.072421], [1.595190, -1.225214, 0.230964], [-2.291285, -4.896906, -1.492494], [-2.132545, -3.521377, -1.913243], [-1.472264, -3.131422, -2.992970], [-0.872065, -4.080758, -3.744671], [-1.374754, -1.500703, -3.447915], [-2.826470, -4.890659, -0.547464], [-1.321039, -5.369981, -1.315784], [-2.850930, -5.475274, -2.232801], [-2.542375, -2.792768, -1.328303], [-1.047861, -5.058951, -3.595749], [-0.488711, -3.786135, -4.624124], [-0.428427, 2.790274, -5.390787], [-0.564965, 1.800410, -4.464117], [-0.803815, 2.245406, -3.263498], [-0.842185, 3.628836, -3.397384], [-1.069493, 4.615103, -2.437240], [-1.040561, 5.931887, -2.849572], [-0.794144, 6.276732, -4.188402], [-0.572339, 5.313834, -5.152537], [-0.602327, 3.989317, -4.728638], [-0.251735, 2.659433, -6.370487], [-0.472682, 0.756462, -4.726717], [-1.250707, 4.347777, -1.404578], [-1.213996, 6.719323, -2.128294], [-0.783230, 7.320890, -4.470457], [-0.388635, 5.581513, -6.184346], [2.085045, 3.113178, -1.221539], [1.287389, 3.443194, -0.010370], [0.165967, 2.866932, 0.353857], [-0.223995, 3.496985, 1.515169], [0.666989, 4.467493, 1.847152], [1.629677, 4.420601, 0.865280], [1.792831, 2.128590, -1.578999], [3.153870, 3.107203, -1.004730], [1.897554, 3.831693, -2.021862], [-1.116015, 3.206978, 2.044038], [0.715847, 5.155821, 2.670909], [2.449265, 4.998847, 0.808436]],
  "atomic_forces_ev_per_a": [[0.1, 0.0, 0.0], [-0.1, -0.1, 0.0], [0.1, 0.1, 0.0], [0.0, -0.1, 0.1], [0.0, 0.0, 0.0], [0.0, 0.0, 0.0], [0.0, 0.0, 0.0], [0.0, 0.0, 0.0], [0.0, 0.0, 0.0], [0.0, 0.0, 0.0], [0.0, 0.0, -0.1], [0.0, 0.0, 0.0], [-0.1, 0.0, -0.1], [0.0, 0.0, 0.0], [0.0, 0.0, 0.0], [0.0, 0.0, 0.0], [0.0, 0.0, 0.0], [0.0, 0.0, 0.0], [0.0, 0.0, 0.0], [0.0, 0.0, 0.0], [0.0, 0.0, 0.0], [0.0, 0.0, 0.0], [0.0, 0.0, 0.0], [0.0, 0.0, 0.0], [0.0, 0.0, 0.0], [0.0, 0.0, 0.0], [0.0, 0.0, 0.0], [0.0, 0.0, 0.0], [0.0, 0.0, 0.0], [0.0, 0.0, 0.0], [0.0, 0.0, 0.1], [0.0, 0.0, 0.0], [-0.1, 0.1, 0.0], [-0.1, 0.0, 0.0], [0.1, 0.0, -0.1], [0.0, 0.0, 0.0], [0.0, 0.0, 0.0], [0.0, 0.0, 0.0], [0.0, -0.1, 0.0], [0.0, 0.0, 0.0], [0.0, 0.0, 0.0], [0.0, 0.0, 0.0], [0.0, -0.1, 0.0], [-0.1, 0.0, 0.0], [0.0, 0.0, 0.0], [0.0, 0.0, 0.0], [0.0, 0.0, 0.0], [0.0, 0.0, 0.0], [0.0, 0.0, 0.0], [0.0, 0.0, 0.0], [0.0, 0.0, 0.0], [0.0, 0.0, 0.0], [0.0, 0.0, 0.0], [0.0, 0.0, 0.0], [0.0, 0.0, 0.0], [0.0, 0.0, 0.0], [0.0, 0.0, 0.0], [0.0, -0.1, 0.0], [0.0, 0.0, 0.1], [0.0, 0.1, 0.0], [0.0, 0.0, 0.0], [0.0, 0.0, 0.0], [0.0, 0.0, 0.0], [0.0, 0.0, 0.0], [0.0, 0.0, 0.0], [0.0, 0.0, 0.0], [0.0, 0.0, 0.0], [0.0, 0.0, 0.0]],
  "nbo_charge": [0.916, -0.446, 0.213, -0.399, -0.509, 0.250, -0.288, -0.197, -0.262, -0.189, -0.289, -0.214, -0.165, 0.163, -0.213, -0.209, -0.223, -0.203, -0.256, 0.360, 0.201, 0.206, 0.207, 0.207, 0.235, 0.229, 0.214, 0.208, 0.211, 0.237, -0.440, -0.588, 0.344, -0.802, -0.440, 0.266, 0.191, 0.188, 0.451, 0.395, 0.414, -0.549, 0.228, -0.506, 0.062, -0.213, -0.219, -0.213, -0.256, 0.149, 0.421, 0.225, 0.233, 0.214, 0.216, 0.217, -0.661, 0.378, -0.526, -0.096, -0.114, -0.522, 0.247, 0.220, 0.235, 0.214, 0.222, 0.417]
}

***

3.
{
  "formula": "C26H29N3O8S",
  "method": "wB97M-V/def2-TZVPD",
  "homo_ev": -8.9,
  "homo_lumo_gap_ev": 9.0,
  "total_energy_ev": -59117.367,
  "mol_weight_g_mol": 543.60,
  "symbols": ["C", "C", "N", "O", "C", "C", "C", "C", "O", "C", "C", "C", "C", "C", "O", "O", "C", "C", "C", "O", "N", "C", "C", "C", "C", "S", "O", "O", "N", "C", "C", "O", "C", "C", "C", "C", "C", "C", "H", "H", "H", "H", "H", "H", "H", "H", "H", "H", "H", "H", "H", "H", "H", "H", "H", "H", "H", "H", "H", "H", "H", "H", "H", "H", "H", "H", "H"],
  "positions_angstrom": [[7.094180, 4.094362, 0.255978], [7.912766, 2.869935, 0.080701], [9.147909, 2.918143, -0.339908], [9.614063, 1.647078, -0.397388], [8.656247, 0.800123, -0.001024], [8.941766, -0.654108, 0.020932], [7.534357, 1.518714, 0.326280], [6.221961, 0.994954, 0.800638], [5.720896, 0.108949, -0.190618], [4.531859, -0.496481, 0.005530], [4.111070, -1.351757, -1.021478], [2.915372, -2.021446, -0.931091], [2.102331, -1.854706, 0.193192], [0.810855, -2.544280, 0.339205], [0.096081, -2.415197, 1.317757], [0.518574, -3.301427, -0.718016], [-0.608033, -4.190012, -0.768985], [-0.660608, -5.159004, 0.410299], [-1.970534, -3.488523, -0.960590], [-2.657139, -3.748752, -1.922928], [-2.295299, -2.642550, 0.044288], [-3.445210, -1.873341, 0.192930], [-3.496864, -1.014302, 1.294691], [-4.607101, -0.221496, 1.504960], [-5.668316, -0.290239, 0.620739], [-7.057111, 0.814976, 0.836659], [-8.213472, 0.258311, 0.202004], [-7.134253, 1.212740, 2.210821], [-6.638607, 2.178994, -0.034522], [-5.532622, 2.947242, 0.486193], [-5.534420, 4.312410, -0.206738], [-5.458636, 4.167337, -1.606165], [-6.544321, 3.415959, -2.099514], [-6.577429, 2.021347, -1.468823], [-5.633307, -1.138944, -0.469008], [-4.524799, -1.936353, -0.688497], [2.522196, -1.005414, 1.214511], [3.722504, -0.330957, 1.129462], [6.192375, 4.033739, -0.351195], [6.801732, 4.207823, 1.298933], [7.675047, 4.959378, -0.048531], [8.108030, -1.199387, -0.414601], [9.079101, -0.995875, 1.046672], [9.849607, -0.854894, -0.540670], [6.350865, 0.454587, 1.750259], [5.524484, 1.827379, 0.954883], [4.750856, -1.464576, -1.882346], [2.596817, -2.676369, -1.726021], [-0.428060, -4.749285, -1.694560], [-0.831834, -4.637211, 1.348067], [0.279518, -5.702627, 0.479894], [-1.467228, -5.868689, 0.247399], [-1.588521, -2.510812, 0.773942], [-2.660536, -0.976912, 1.977456], [-4.677861, 0.438790, 2.354582], [-5.683492, 3.050722, 1.560198], [-4.572933, 2.441051, 0.291779], [-4.662154, 4.898234, 0.087261], [-6.452937, 4.851711, 0.065045], [-6.404061, 3.349973, -3.179401], [-7.488644, 3.933225, -1.878131], [-7.466709, 1.471971, -1.775600], [-5.674413, 1.464681, -1.767479], [-6.488005, -1.179878, -1.125189], [-4.485409, -2.604575, -1.532484], [1.888888, -0.883573, 2.080121], [4.018566, 0.319105, 1.937271]],
  "atomic_forces_ev_per_a": [[0.1, 0.0, 0.0], [0.3, -0.6, 0.0], [-0.2, 1.3, 0.0], [0.0, -0.9, 0.0], [-0.8, 0.4, 0.3], [0.1, 0.1, 0.0], [0.5, -0.3, -0.2], [0.3, 0.1, 0.2], [-0.1, -0.1, -0.2], [-0.3, -0.3, 0.0], [0.2, 0.2, 0.1], [-0.1, 0.0, 0.2], [0.3, 0.2, 0.1], [-0.1, 0.1, 0.3], [0.2, -0.1, -0.1], [0.1, 0.2, -0.1], [-0.4, -0.5, 0.0], [0.2, 0.2, -0.1], [0.6, 0.0, 0.0], [-0.1, -0.1, -0.2], [0.1, 0.2, 0.5], [-0.4, 0.2, -0.1], [-0.1, 0.0, -0.1], [0.1, 0.0, 0.1], [-0.7, 0.5, 0.1], [0.1, 0.2, -0.1], [0.2, -0.1, -0.3], [0.4, 0.0, 0.0], [-0.5, -0.7, 0.6], [0.4, 0.5, 0.2], [0.0, -0.2, 0.3], [0.2, 0.1, -0.1], [-0.1, -0.3, 0.0], [-0.1, 0.1, -0.6], [0.0, 0.0, 0.0], [0.0, -0.1, -0.1], [-0.2, -0.3, -0.2], [0.3, 0.2, 0.0], [-0.1, 0.1, 0.0], [0.0, 0.1, 0.0], [0.0, 0.1, 0.0], [0.0, -0.1, 0.0], [0.0, -0.1, 0.0], [0.0, -0.1, 0.0], [-0.2, 0.1, -0.1], [0.0, -0.1, 0.0], [0.1, 0.0, -0.1], [0.0, 0.0, -0.1], [-0.2, 0.2, 0.2], [0.0, -0.1, 0.0], [0.0, -0.1, 0.0], [-0.1, -0.1, 0.0], [-0.1, -0.2, -0.3], [0.1, 0.0, 0.1], [0.1, 0.0, 0.1], [0.2, 0.1, 0.0], [0.0, 0.1, 0.0], [-0.1, 0.0, 0.1], [0.1, 0.0, 0.0], [-0.1, 0.0, 0.1], [0.0, 0.0, -0.1], [0.1, 0.0, -0.2], [-0.1, 0.0, 0.0], [-0.1, -0.1, -0.1], [0.0, 0.0, 0.0], [0.0, 0.0, 0.1], [0.0, 0.1, 0.1]],
  "nbo_charge": [-0.649, 0.168, -0.140, -0.268, 0.372, -0.675, -0.213, -0.083, -0.485, 0.331, -0.267, -0.127, -0.224, 0.814, -0.647, -0.496, 0.017, -0.641, 0.658, -0.592, -0.628, 0.167, -0.236, -0.181, -0.371, 2.336, -0.937, -0.940, -0.667, -0.268, -0.072, -0.521, -0.072, -0.269, -0.190, -0.197, -0.129, -0.279, 0.225, 0.223, 0.244, 0.242, 0.233, 0.242, 0.190, 0.193, 0.229, 0.233, 0.224, 0.232, 0.222, 0.232, 0.440, 0.220, 0.242, 0.239, 0.183, 0.198, 0.171, 0.200, 0.171, 0.240, 0.185, 0.241, 0.253, 0.235, 0.217]
}